Molecular formula: C3H9NO2
Method: DFT, ωB97M-V/def2-TZVPD

As for the energy above the lowest of the compared OMol25 structures with the same formula, charge and spin: 24.1 kcal per mole. The multiplicity is 1. The value obtained for the orbital gap is 0.3732 Eh. The total charge is 0. The calculation puts the highest occupied orbital energy at -9.5 eV. Its SMILES is CC(N)=O.CO.

Each atom is followed by the atoms it is bonded to, with distances in Å.
Cartesian coordinates (Å):
1 C 1.36 -1.54 2.31  C2 1.552, H5 1.092, H6 1.085, H7 1.083
2 C 0.64 -1.08 1.02  C1 1.552, N3 1.349, O4 1.206
3 N 0.13 0.17 1.04  C2 1.349, H8 1.010, H9 1.015
4 O 0.57 -1.86 0.10  C2 1.206
5 H 0.90 -1.06 3.18  C1 1.092
6 H 2.42 -1.31 2.27  C1 1.085
7 H 1.14 -2.60 2.34  C1 1.083
8 H -0.54 0.43 0.34  N3 1.010
9 H 0.22 0.73 1.88  N3 1.015
10 C -1.18 1.19 -2.72  O11 1.406, H12 1.096, H13 1.097, H14 1.090
11 O -0.60 1.68 -1.54  C10 1.406, H15 0.949
12 H -1.18 1.85 -3.59  C10 1.096
13 H -0.56 0.33 -3.00  C10 1.097
14 H -2.19 0.79 -2.61  C10 1.090
15 H -1.13 2.27 -1.03  O11 0.949

Molecular formula: C3H9NO2
Method: DFT, ωB97M-V/def2-TZVPD

As for the energy above the lowest of the compared OMol25 structures with the same formula, charge and spin: 112.6 kcal per mole. The multiplicity is 1. The value obtained for the orbital gap is 0.3746 Eh. The total charge is 0. The calculation puts the highest occupied orbital energy at -9.7 eV.

Each atom is followed by the atoms it is bonded to, with distances in Å.
Cartesian coordinates (Å):
1 C 0.59 1.36 -0.11  C2 1.414, H6 1.200, H7 0.960, H8 1.286
2 C 0.04 0.08 0.12  C1 1.414, N13 1.370, O15 1.264
3 C -2.29 -0.81 0.03  H10 1.070, H11 1.227, H12 1.133, N13 1.421
4 H 4.14 -1.09 -0.54  no bonds
5 H 2.48 -1.01 -0.28  O14 1.091
6 H -0.23 2.11 -0.57  C1 1.200
7 H 1.33 1.40 -0.73  C1 0.960
8 H 0.83 1.57 1.14  C1 1.286
9 H -1.67 1.22 0.41  N13 1.085
10 H -1.75 -1.72 -0.15  C3 1.070
11 H -2.90 -1.10 1.06  C3 1.227
12 H -3.04 -0.67 -0.81  C3 1.133
13 N -1.32 0.20 0.24  C2 1.370, C3 1.421, H9 1.085
14 O 3.24 -0.49 0.31  H5 1.091
15 O 0.56 -1.05 -0.11  C2 1.264

Molecular formula: C3H9NO2
Method: DFT, ωB97M-V/def2-TZVPD

As for the energy above the lowest of the compared OMol25 structures with the same formula, charge and spin: 33.4 kcal per mole. The multiplicity is 1. The value obtained for the orbital gap is 0.3791 Eh. The total charge is 0. The calculation puts the highest occupied orbital energy at -9.6 eV. Its SMILES is CC(N)=O.CO.

Each atom is followed by the atoms it is bonded to, with distances in Å.
Cartesian coordinates (Å):
1 C 0.46 0.36 0.30  C2 1.575, H5 1.073, H6 1.091, H7 1.094
2 C -0.26 1.52 1.08  C1 1.575, N3 1.399, O4 1.195
3 N -1.22 2.08 0.23  C2 1.399, H8 1.014, H9 1.012
4 O 0.01 1.98 2.15  C2 1.195
5 H -0.08 -0.56 0.46  C1 1.073
6 H 1.46 0.34 0.74  C1 1.091
7 H 0.51 0.68 -0.74  C1 1.094
8 H -1.66 3.00 0.29  N3 1.014
9 H -1.71 1.62 -0.53  N3 1.012
10 C 0.40 -2.77 -2.16  O11 1.429, H12 1.087, H13 1.090, H14 1.086
11 O 0.67 -2.29 -0.85  C10 1.429, H15 0.954
12 H -0.68 -2.74 -2.31  C10 1.087
13 H 0.97 -2.20 -2.90  C10 1.090
14 H 0.70 -3.81 -2.22  C10 1.086
15 H 0.52 -2.99 -0.21  O11 0.954

Molecular formula: C3H9NO2
Method: DFT, ωB97M-V/def2-TZVPD

As for the energy above the lowest of the compared OMol25 structures with the same formula, charge and spin: 59.2 kcal per mole. The multiplicity is 1. The value obtained for the orbital gap is 0.3856 Eh. The total charge is 0. The calculation puts the highest occupied orbital energy at -9.9 eV. Its SMILES is CC(=O)O.CN.

Each atom is followed by the atoms it is bonded to, with distances in Å.
Cartesian coordinates (Å):
1 C 1.92 -0.29 -0.31  C2 1.478, H5 1.110, H6 1.055, H7 1.127
2 C 1.32 -1.02 -1.44  C1 1.478, O3 1.226, O4 1.352
3 O 2.05 -1.92 -1.86  C2 1.226
4 O 0.03 -0.74 -1.71  C2 1.352, H8 0.957
5 H 2.77 -0.91 0.05  C1 1.110
6 H 1.48 0.16 0.54  C1 1.055
7 H 2.81 0.29 -0.68  C1 1.127
8 H -0.64 -0.25 -1.23  O4 0.957
9 C -1.27 0.60 1.34  N10 1.445, H11 1.038, H12 1.224, H13 1.151
10 N -1.98 0.47 0.09  C9 1.445, H14 1.051, H15 1.060
11 H -0.83 -0.29 1.63  C9 1.038
12 H -1.83 0.99 2.36  C9 1.224
13 H -0.57 1.49 1.12  C9 1.151
14 H -2.34 1.39 -0.27  N10 1.051
15 H -2.92 0.06 0.36  N10 1.060